(1)
ORCA calculation (ωB97M-V/def2-TZVPD) on one molecule with the formula C5H2O.

Geometry (Å):
1 C 2.55 -0.32 -0.26
2 C 1.69 0.50 -0.48
3 C 0.38 0.89 -0.26
4 C -0.74 0.59 0.06
5 C -2.03 -0.02 0.25
6 O -2.23 -1.17 -0.10
7 H 3.19 -1.09 0.09
8 H -2.80 0.61 0.70

**Net charge**: 0
**E_LUMO**: -0.5 eV
**Relative energy (zero: lowest compared OMol25 entry of this formula, charge and spin)**: 0.878 eV


(2)
ORCA calculation (ωB97M-V/def2-TZVPD) on C32H24BeN3O4P as an isolated structure.

Geometry (Å):
1 Be 0.73 -1.60 -0.59
2 O 3.82 -0.97 1.14
3 C 2.69 -1.12 0.74
4 O 2.30 -1.35 -0.48
5 C 1.51 -1.03 1.69
6 C 1.61 -0.86 3.05
7 C 0.43 -0.81 3.78
8 C -0.79 -0.92 3.13
9 C -0.80 -1.10 1.76
10 N 0.34 -1.15 1.06
11 H 2.59 -0.78 3.50
12 H 0.46 -0.68 4.86
13 H -1.72 -0.88 3.67
14 H -1.72 -1.20 1.20
15 N 0.04 -0.50 -1.80
16 C -1.06 0.31 -1.36
17 C -2.33 -0.27 -1.37
18 C -3.42 0.45 -0.91
19 C -3.25 1.75 -0.45
20 C -1.99 2.32 -0.45
21 C -0.87 1.61 -0.89
22 P 0.82 2.33 -0.92
23 C 1.32 2.31 0.83
24 C 0.45 2.50 1.91
25 C 0.95 2.61 3.20
26 C 2.32 2.52 3.43
27 C 3.19 2.30 2.38
28 C 2.69 2.19 1.08
29 C 0.42 4.09 -1.19
30 C 0.68 5.10 -0.27
31 C 0.37 6.42 -0.57
32 C -0.20 6.75 -1.79
33 C -0.46 5.75 -2.72
34 C -0.14 4.43 -2.42
35 H 0.82 0.08 -2.11
36 H -0.26 -1.14 -2.55
37 H -2.45 -1.27 -1.76
38 H -4.40 0.00 -0.93
39 H -4.10 2.33 -0.11
40 H -1.87 3.35 -0.13
41 H -0.61 2.58 1.74
42 H 0.26 2.76 4.02
43 H 2.70 2.60 4.44
44 H 4.25 2.19 2.56
45 H 3.37 2.01 0.26
46 H 1.12 4.86 0.69
47 H 0.58 7.20 0.15
48 H -0.45 7.78 -2.02
49 H -0.90 5.99 -3.67
50 H -0.34 3.66 -3.15
51 O -0.83 -2.88 -3.02
52 C -0.48 -3.58 -2.08
53 N 0.16 -3.14 -0.95
54 C 0.37 -4.21 -0.08
55 O 0.89 -4.15 1.00
56 C -0.19 -5.44 -0.74
57 C -0.23 -6.76 -0.33
58 C -0.82 -7.68 -1.19
59 C -1.35 -7.28 -2.41
60 C -1.30 -5.95 -2.82
61 C -0.71 -5.05 -1.96
62 H 0.19 -7.05 0.63
63 H -0.87 -8.72 -0.90
64 H -1.80 -8.02 -3.06
65 H -1.71 -5.63 -3.77

**Net charge**: 0
**E_LUMO**: 0.2 eV
**Relative energy (zero: lowest compared OMol25 entry of this formula, charge and spin)**: 0.005 eV


(3)
ORCA calculation (ωB97M-V/def2-TZVPD) on C32H24CeClIN6O4 as an isolated structure.

Geometry (Å):
1 Ce -0.32 0.72 0.04
2 O 2.51 0.09 3.69
3 C 1.99 0.17 2.58
4 N 1.02 0.98 2.13
5 C 0.52 1.98 3.01
6 C 1.34 2.65 3.92
7 C 0.84 3.68 4.71
8 C -0.49 4.05 4.59
9 C -1.32 3.40 3.69
10 C -0.83 2.36 2.89
11 N -1.60 1.74 1.87
12 C -2.94 1.81 1.89
13 O -3.69 2.22 2.78
14 C -3.63 1.34 0.61
15 C -4.92 1.80 0.36
16 C -5.53 1.41 -0.82
17 C -4.85 0.58 -1.70
18 C -3.57 0.18 -1.36
19 N -2.97 0.56 -0.23
20 C 2.51 -0.81 1.54
21 C 3.63 -1.58 1.83
22 C 4.08 -2.48 0.88
23 C 3.39 -2.60 -0.32
24 C 2.27 -1.81 -0.51
25 N 1.85 -0.93 0.39
26 H 2.37 2.35 4.02
27 H 1.49 4.18 5.41
28 H -0.90 4.85 5.20
29 H -2.35 3.68 3.60
30 H -5.39 2.44 1.09
31 H -6.53 1.75 -1.05
32 H -5.29 0.25 -2.63
33 H -2.99 -0.45 -2.03
34 H 4.10 -1.45 2.79
35 H 4.96 -3.08 1.07
36 H 3.70 -3.30 -1.09
37 H 1.68 -1.89 -1.42
38 C -2.36 -3.55 0.27
39 C -1.92 -3.37 -1.15
40 N -2.28 -4.25 -2.05
41 C -1.87 -4.07 -3.33
42 C -1.12 -3.01 -3.75
43 C -0.75 -2.92 -5.20
44 O 0.67 -3.08 -5.32
45 C -0.73 -2.03 -2.80
46 C 0.03 -0.87 -3.27
47 N 0.35 0.20 -2.63
48 C 0.93 1.22 -3.45
49 C 0.44 1.44 -4.74
50 C 0.98 2.41 -5.56
51 C 2.01 3.21 -5.10
52 C 2.47 3.05 -3.80
53 C 1.93 2.08 -2.97
54 I 2.56 2.05 -1.01
55 C -1.12 -2.22 -1.46
56 O -0.76 -1.44 -0.51
57 H -2.98 -4.44 0.35
58 H -2.92 -2.67 0.61
59 H -1.50 -3.63 0.93
60 H -2.18 -4.82 -4.05
61 H -1.05 -1.96 -5.64
62 H -1.27 -3.71 -5.75
63 H 0.90 -3.06 -6.26
64 H 0.33 -0.95 -4.31
65 H -0.41 0.86 -5.08
66 H 0.57 2.56 -6.55
67 H 2.44 3.98 -5.73
68 H 3.25 3.70 -3.42
69 Cl -1.00 2.88 -1.39

**2S+1**: 2
**<S²>**: 0.75
**Net charge**: -1
**E_LUMO (spin up / spin down)**: 1.9 / 1.9 eV
**Relative energy (zero: lowest compared OMol25 entry of this formula, charge and spin)**: 0.000 eV


(4)
ORCA calculation (ωB97M-V/def2-TZVPD) on C23H23BCl3N12O4SiTi as an isolated structure.

Geometry (Å):
1 Ti 0.46 -0.36 -0.67
2 C 3.81 0.20 1.98
3 C 3.27 0.06 0.71
4 N 1.94 0.06 0.78
5 N 1.60 0.19 2.08
6 C 2.71 0.28 2.82
7 B 0.12 0.17 2.56
8 N -0.64 1.29 1.82
9 C -1.58 2.12 2.31
10 C -2.18 2.77 1.26
11 C -1.55 2.25 0.13
12 N -0.63 1.34 0.47
13 N -0.59 -1.14 2.12
14 C -1.16 -2.12 2.85
15 C -1.90 -2.92 2.01
16 C -1.72 -2.36 0.75
17 N -0.93 -1.29 0.81
18 N 0.14 0.44 4.05
19 C 0.40 1.63 4.65
20 C 0.70 1.39 5.96
21 C 0.63 -0.02 6.08
22 N 0.31 -0.58 4.93
23 H 4.85 0.25 2.26
24 H 3.76 -0.07 -0.24
25 H 2.65 0.38 3.89
26 H -1.76 2.18 3.37
27 H -2.95 3.52 1.30
28 H -1.74 2.53 -0.88
29 H -1.00 -2.15 3.92
30 H -2.49 -3.78 2.28
31 H -2.18 -2.68 -0.18
32 H 0.38 2.56 4.10
33 H 0.93 2.11 6.73
34 H 0.79 -0.63 6.95
35 C 2.73 -4.37 0.58
36 O 1.72 -4.39 -0.45
37 C 1.15 -3.24 -0.71
38 O 1.40 -2.19 -0.12
39 N 0.24 -3.27 -1.70
40 N -0.35 -2.04 -2.01
41 H 3.11 -5.39 0.63
42 H 2.29 -4.08 1.53
43 H 3.52 -3.67 0.31
44 H 0.01 -4.11 -2.20
45 H -1.36 -2.07 -1.90
46 H -0.14 -1.80 -2.97
47 O -2.72 -0.80 -2.26
48 C -2.14 0.19 -2.63
49 N -0.85 0.57 -2.15
50 C -0.55 1.71 -2.75
51 O 0.48 2.43 -2.49
52 C -1.58 2.16 -3.70
53 C -1.66 3.25 -4.54
54 C -2.82 3.36 -5.30
55 C -3.84 2.42 -5.22
56 C -3.75 1.32 -4.36
57 C -2.60 1.21 -3.61
58 H -0.86 3.97 -4.60
59 H -2.93 4.19 -5.98
60 H -4.72 2.54 -5.83
61 H -4.54 0.59 -4.29
62 Cl 1.28 -0.37 -4.15
63 Si 1.60 1.85 -1.27
64 Cl 3.38 2.17 -2.24
65 Cl 1.69 3.35 0.14
66 N 2.98 -1.11 -2.23
67 C 1.85 -0.62 -2.39
68 H 3.52 -1.32 -3.07

**Net charge**: +1
**E_LUMO**: -3.9 eV
**Relative energy (zero: lowest compared OMol25 entry of this formula, charge and spin)**: 1.499 eV


(5)
ORCA calculation (ωB97M-V/def2-TZVPD) on a 2-piece molecular cluster, C2H5NO4 overall.

Geometry (Å):
1 O 0.79 1.67 0.94
2 C -0.23 1.08 1.09
3 N -0.43 -0.28 1.01
4 C 0.49 -1.13 0.20
5 O 0.18 -2.26 -0.09
6 O 1.59 -0.47 -0.10
7 H -1.22 1.54 1.25
8 H -1.13 -0.84 1.46
9 H 1.54 0.59 0.02
10 O -0.62 0.13 -1.54
11 H -1.07 -0.41 -2.06
12 H 0.13 0.37 -2.19

**Net charge**: 0
**E_LUMO**: 0.5 eV
**Relative energy (zero: lowest compared OMol25 entry of this formula, charge and spin)**: 1.969 eV


(6)
ORCA calculation (ωB97M-V/def2-TZVPD) on a 3-piece molecular cluster, C3H11NO4 overall.

Geometry (Å):
1 N -0.70 -1.77 0.37
2 C -0.18 -1.32 -0.89
3 C 1.04 -0.43 -0.61
4 O 2.10 -0.57 -1.15
5 C -1.26 -0.51 -1.66
6 O -0.85 0.82 -1.98
7 H -0.48 -2.66 0.77
8 H -1.47 -1.29 0.79
9 H 0.20 -2.14 -1.51
10 H 0.82 0.28 0.21
11 H -1.43 -0.95 -2.64
12 H -2.21 -0.50 -1.11
13 H -0.80 1.39 -1.21
14 O 0.91 0.28 2.82
15 H 0.75 -0.50 2.27
16 H 1.87 0.28 2.93
17 O -0.73 2.91 1.74
18 H -0.46 1.98 1.80
19 H -1.51 2.97 2.30

**Net charge**: 0
**E_LUMO**: 0.5 eV
**Relative energy (zero: lowest compared OMol25 entry of this formula, charge and spin)**: 2.604 eV


(7)
ORCA calculation (ωB97M-V/def2-TZVPD) on C4H6FHgO4 as an isolated structure.

Geometry (Å):
1 O -2.46 0.66 0.20
2 C -2.44 -0.42 0.75
3 C -1.22 -1.27 0.98
4 O 0.01 -0.60 1.18
5 C 0.67 -0.02 0.21
6 O 1.90 0.18 0.54
7 O 0.18 0.33 -0.87
8 C 2.87 0.32 -0.50
9 H -1.16 -1.98 0.13
10 F -1.63 3.01 -2.09
11 H -3.39 -0.89 1.06
12 H -1.38 -1.87 1.89
13 H 3.83 0.12 -0.03
14 H 2.67 -0.40 -1.30
15 H 2.84 1.35 -0.89
16 Hg -1.29 1.49 -1.26

**Net charge**: +1
**E_LUMO**: -4.8 eV
**Relative energy (zero: lowest compared OMol25 entry of this formula, charge and spin)**: 0.000 eV


(8)
ORCA calculation (ωB97M-V/def2-TZVPD) on a 5-piece molecular cluster, C35H45BN7O10 overall.

Geometry (Å):
1 C -4.74 3.94 -1.91
2 C -4.05 3.41 -3.20
3 N -2.60 3.33 -3.19
4 C -1.94 2.52 -2.15
5 B -0.56 2.00 -2.86
6 N -0.61 1.28 -4.15
7 O 0.72 2.15 -2.29
8 C -1.47 3.52 -1.02
9 C -1.18 2.91 0.39
10 C -2.06 3.69 1.44
11 C 0.29 3.27 0.82
12 N -1.30 1.45 0.50
13 O -0.22 0.81 0.24
14 C -2.49 0.86 -0.13
15 C -3.82 1.11 0.67
16 C -2.29 -0.70 -0.07
17 C -2.67 1.23 -1.65
18 H -5.74 3.46 -1.87
19 H -4.24 3.69 -0.97
20 H -4.95 5.02 -2.02
21 H -4.48 2.40 -3.43
22 H -4.37 4.05 -4.04
23 H -2.17 3.29 -4.09
24 H -0.13 0.39 -4.09
25 H -1.57 1.18 -4.46
26 H 1.29 2.67 -2.85
27 H -0.56 4.08 -1.32
28 H -2.23 4.32 -0.89
29 H -1.91 3.28 2.46
30 H -1.71 4.73 1.38
31 H -3.12 3.68 1.15
32 H 1.03 3.00 0.05
33 H 0.53 2.70 1.74
34 H 0.34 4.34 1.07
35 H -3.64 1.15 1.76
36 H -4.32 2.04 0.39
37 H -4.51 0.29 0.42
38 H -2.05 -0.94 0.98
39 H -3.25 -1.20 -0.30
40 H -1.54 -1.06 -0.79
41 H -3.76 1.17 -1.84
42 H -2.24 0.36 -2.20
43 C 1.74 -0.81 4.16
44 C 2.24 -0.94 5.45
45 C 2.72 0.18 6.11
46 C 2.69 1.42 5.48
47 C 2.19 1.55 4.19
48 C 1.72 0.43 3.53
49 N 3.17 2.60 6.19
50 O 3.62 2.44 7.31
51 O 3.10 3.67 5.63
52 H 1.36 -1.68 3.64
53 H 2.26 -1.91 5.93
54 H 3.11 0.08 7.12
55 H 2.17 2.51 3.70
56 H 1.32 0.52 2.52
57 C 3.95 3.24 -5.49
58 C 2.64 2.85 -5.75
59 C 2.39 1.60 -6.31
60 C 3.45 0.76 -6.59
61 C 4.76 1.14 -6.34
62 C 5.01 2.39 -5.79
63 N 3.18 -0.57 -7.15
64 O 2.03 -0.86 -7.38
65 O 4.13 -1.29 -7.36
66 H 4.15 4.21 -5.05
67 H 1.82 3.51 -5.52
68 H 1.37 1.31 -6.50
69 H 5.59 0.48 -6.57
70 H 6.03 2.70 -5.59
71 C 3.37 -4.80 -1.10
72 C 4.49 -4.35 -0.42
73 C 4.40 -3.99 0.92
74 C 3.18 -4.09 1.56
75 C 2.05 -4.53 0.89
76 C 2.14 -4.89 -0.44
77 N 3.08 -3.73 2.97
78 O 4.08 -3.33 3.53
79 O 2.01 -3.86 3.52
80 H 3.44 -5.09 -2.14
81 H 5.44 -4.28 -0.93
82 H 5.29 -3.64 1.44
83 H 1.09 -4.60 1.39
84 H 1.27 -5.23 -0.97
85 C -3.56 -4.63 5.19
86 C -2.28 -5.14 5.04
87 C -1.71 -5.21 3.77
88 C -2.43 -4.76 2.68
89 C -3.71 -4.24 2.82
90 C -4.28 -4.18 4.09
91 N -1.82 -4.81 1.35
92 O -0.71 -5.28 1.26
93 O -2.46 -4.37 0.42
94 H -4.00 -4.57 6.18
95 H -1.73 -5.49 5.90
96 H -0.71 -5.62 3.66
97 H -4.27 -3.89 1.97
98 H -5.27 -3.78 4.21

**2S+1**: 2
**<S²>**: 0.75
**Net charge**: 0
**E_LUMO (spin up / spin down)**: -0.7 / -0.7 eV


(9)
ORCA calculation (ωB97M-V/def2-TZVPD) on C6H6O2 as an isolated structure.

Geometry (Å):
1 C 1.51 0.37 1.02
2 C 0.25 0.87 0.39
3 C -1.12 0.07 0.52
4 C -0.15 0.55 -1.09
5 C -0.04 -0.97 -1.13
6 C -0.72 -1.35 -0.02
7 H 1.76 -0.70 0.86
8 H -0.01 1.92 0.60
9 H -1.75 0.20 1.41
10 H 0.15 1.11 -1.97
11 H 0.36 -1.59 -1.94
12 H -0.99 -2.34 0.37
13 O 2.25 1.07 1.66
14 O -1.49 0.77 -0.68

**Net charge**: 0
**E_LUMO**: 0.8 eV
**Relative energy (zero: lowest compared OMol25 entry of this formula, charge and spin)**: 2.626 eV


(10)
ORCA calculation (ωB97M-V/def2-TZVPD) on a 2-piece molecular cluster, C2H8S overall.

Geometry (Å):
1 C 0.55 -1.28 0.55
2 C 1.33 -0.27 -0.31
3 H 0.26 -2.13 -0.06
4 H -0.38 -0.83 0.90
5 H 1.13 -1.68 1.37
6 H 1.06 -0.36 -1.36
7 H 1.10 0.76 -0.01
8 H 2.40 -0.40 -0.26
9 S -2.38 1.65 0.18
10 H -2.20 2.96 0.05
11 H -2.87 1.58 -1.06

**Net charge**: 0
**E_LUMO**: 0.9 eV
**Relative energy (zero: lowest compared OMol25 entry of this formula, charge and spin)**: 0.051 eV


(11)
ORCA calculation (ωB97M-V/def2-TZVPD) on a 2-piece molecular cluster, C4H12S overall.

Geometry (Å):
1 C -2.48 -2.19 -0.18
2 C -2.06 -1.13 0.84
3 H -1.97 -2.11 -1.17
4 H -2.40 -3.21 0.17
5 H -3.54 -2.00 -0.29
6 H -2.57 -0.23 0.69
7 H -0.94 -0.95 0.80
8 H -2.05 -1.44 1.85
9 C 2.33 1.96 -0.45
10 C 2.14 0.76 0.54
11 S 0.67 2.16 -1.44
12 H 2.50 2.81 0.25
13 H 3.23 1.97 -1.08
14 H 1.01 0.40 0.65
15 H 0.97 2.09 -2.76
16 H 2.47 1.06 1.50
17 H 2.69 0.04 0.09

**2S+1**: 2
**<S²>**: 0.75
**Net charge**: +1
**E_LUMO (spin up / spin down)**: -4.4 / -9.2 eV
**Relative energy (zero: lowest compared OMol25 entry of this formula, charge and spin)**: 1.779 eV


(12)
ORCA calculation (ωB97M-V/def2-TZVPD) on C3HgLiMgO3 as an isolated structure.

Geometry (Å):
1 O 1.11 -0.44 2.55
2 C 1.29 0.17 1.51
3 O 2.11 0.04 0.60
4 Li 1.37 -0.74 -0.99
5 Hg -0.95 -0.11 3.49
6 C -0.07 1.40 1.26
7 C -0.71 2.38 0.89
8 O -1.48 3.26 0.42
9 Mg -2.51 4.95 0.43

**2S+1**: 2
**<S²>**: 0.75
**Net charge**: +2
**E_LUMO (spin up / spin down)**: -11.0 / -11.1 eV